DFT (ωB97M-V with the def2-TZVPD basis set) results for the ion C3H10NO with charge +1.

Each line ends with the Mulliken charge.
Positions of all 15 atoms, in Å:
1 O 1.0299 -0.2500 0.7394  -0.633
2 N -1.5157 -0.7342 0.9965  -0.236
3 C 0.4969 -0.1344 -0.5522  0.578
4 C 1.0951 1.0330 -1.1638  -1.420
5 C -0.9422 -0.0328 -0.2321  -0.742
6 H 0.8482 -1.1395 -0.9559  0.261
7 H 1.1384 0.9349 -2.2991  0.344
8 H 0.7052 1.9759 -0.7563  0.381
9 H -1.2248 1.1217 -0.1321  0.233
10 H 1.2206 0.7254 1.1795  0.374
11 H -0.6975 -1.2652 1.2810  0.373
12 H -2.4697 -1.1811 0.8531  0.362
13 H -1.6760 -0.1848 -1.1576  0.362
14 H -1.5559 -0.1145 1.7851  0.363
15 H 2.1838 1.0717 -0.9996  0.401

Results
Spin multiplicity: 1
Energy relative to the best compared isomer or geometry (same formula, charge and spin) (kJ/mol): 185.65
LUMO energy (eV): -3.8
E (Ha): -249.98310
Molecular weight (g mol⁻¹): 76.1
SMILES string: C[C@@H](O)C[NH3+]
Net charge: +1


DFT (ωB97M-V with the def2-TZVPD basis set) results for an isolated molecule of C17H27NO3.

Each line ends with the Mulliken charge.
Positions of all 48 atoms, in Å:
1 O 1.2452 2.5598 -0.2971  -0.689
2 O 2.3855 -1.9112 -1.4158  -0.606
3 O 3.5789 -2.6354 0.3185  -0.442
4 N 0.6883 0.6868 -1.4458  0.052
5 C -0.7183 0.9767 -1.5845  -1.786
6 C 5.2830 0.9807 -0.2083  -0.813
7 C -1.5830 0.1374 -0.6285  1.264
8 C 3.9848 -0.0603 1.3657  -0.282
9 C -3.0239 0.6577 -0.6688  -1.536
10 C 5.2741 -0.0847 0.5824  -0.567
11 C 3.7755 1.4513 1.5136  -0.908
12 C -3.9267 0.0338 0.3928  -0.394
13 C -6.2356 0.0064 1.4180  -1.307
14 C 1.5365 1.4758 -0.7555  -0.073
15 C -1.1845 -2.2288 0.2492  -1.122
16 C 2.8508 -0.3727 0.3584  0.340
17 C -1.4918 -1.3629 -0.9678  -0.841
18 C -5.3334 0.6274 0.3586  -0.386
19 C 2.9115 0.8263 -0.6215  -0.259
20 C 3.9928 1.7263 0.0220  -0.038
21 C 2.9158 -1.6972 -0.3524  0.276
22 H -3.0084 1.7397 -0.5178  0.412
23 H 5.9994 -0.8741 0.6504  0.498
24 H -1.9394 -2.1010 1.0209  0.331
25 H 3.9568 -0.6706 2.2641  0.534
26 H -0.8380 2.0382 -1.3554  0.525
27 H 3.2251 0.4960 -1.6160  0.578
28 H -0.2165 -1.9639 0.6707  0.145
29 H 1.8937 -0.3669 0.8945  0.179
30 H 2.7829 1.7333 1.8575  0.388
31 H -5.7693 0.4647 -0.6300  0.335
32 H -3.9957 -1.0442 0.2377  0.277
33 H 4.5322 1.9215 2.1389  0.353
34 H 6.0160 1.2571 -0.9435  0.434
35 H -3.4449 0.4710 -1.6600  0.330
36 H -6.3237 -1.0671 1.2635  0.323
37 H -3.4905 0.2030 1.3800  0.359
38 H -2.4304 -1.6929 -1.4164  0.394
39 H 3.9477 2.7602 -0.3055  0.544
40 H -1.1916 0.2970 0.3821  0.262
41 H -5.8282 0.1759 2.4124  0.320
42 H -0.7093 -1.5316 -1.7104  0.479
43 H -1.0233 0.7972 -2.6199  0.310
44 H -7.2313 0.4414 1.3768  0.398
45 H 3.5759 -3.4745 -0.1702  0.403
46 H -1.1541 -3.2796 -0.0314  0.393
47 H 1.0135 -0.2293 -1.7257  0.283
48 H -5.2742 1.7061 0.5196  0.328

Results
Spin multiplicity: 1
Energy relative to the best compared isomer or geometry (same formula, charge and spin) (kJ/mol): 0.00
LUMO energy (eV): 0.6
E (Ha): -944.48537
Molecular weight (g mol⁻¹): 293.4
SMILES string: CCCC[C@@H](CC)CNC(=O)[C@@H]1[C@@H](C(=O)O)[C@H]2C=C[C@@H]1C2


Which of these has the lowest LUMO energy? C3H10NO


Which value of energy relative to the best compared isomer or geometry (same formula, charge and spin) does entry 2 give? 0.00 kJ/mol